Entry 1:
C3H4FNO | ωB97M-V/def2-TZVPD

The geometry in XYZ format:
```
10
Properties=species:S:1:pos:R:3:nbo_charge:R:1
C 0.856 0.366 -0.024 0.681
C -0.648 -0.123 0.242 -0.386
C -1.741 0.662 -0.066 0.262
H 1.644 -1.715 0.443 0.390
H 2.700 -0.422 -0.387 0.377
H -0.771 -1.173 0.593 0.230
H -1.977 1.763 -0.204 0.227
N 1.808 -0.717 -0.324 -0.840
O 1.082 1.522 -0.042 -0.560
F -2.954 -0.163 -0.231 -0.380
```

**E_LUMO**: 0.0165 Eh
**HOMO**: -0.3680 hartree
**Energy above the lowest of the compared OMol25 structures with the same formula, charge and spin**: 2.205 eV
**Frontier orbital gap**: 0.3845 Ha

Entry 2:
C3H4FNO | ωB97M-V/def2-TZVPD

The geometry in XYZ format:
```
10
Properties=species:S:1:pos:R:3:nbo_charge:R:1
C 0.788 -0.728 -0.037 -0.011
C -0.050 0.324 -0.031 0.175
C -1.509 0.142 -0.072 0.354
H 2.694 -1.245 0.368 0.377
H 2.376 0.376 0.356 0.379
H 0.376 -1.722 -0.069 0.241
H -2.173 1.087 0.017 0.136
N 2.180 -0.524 -0.083 -0.785
O -1.953 -0.993 0.066 -0.543
F 0.190 1.631 0.025 -0.323
```

**E_LUMO**: 0.0157 Eh
**HOMO**: -0.3273 hartree
**Energy above the lowest of the compared OMol25 structures with the same formula, charge and spin**: 1.006 eV
**Frontier orbital gap**: 0.3430 Ha

Entry 3:
C3H4FNO | ωB97M-V/def2-TZVPD

The geometry in XYZ format:
```
10
Properties=species:S:1:pos:R:3:nbo_charge:R:1
C -0.480 -0.095 1.602 0.378
C 0.160 0.085 -0.679 -0.450
C 1.753 -0.530 2.556 0.557
N -0.720 0.169 0.433 -0.385
O 0.673 -0.889 1.993 -0.555
F 1.614 0.760 2.928 -0.378
H -0.991 0.020 2.503 0.184
H 0.315 1.044 -0.970 0.222
H 1.060 -0.539 -0.395 0.203
H -0.505 -0.224 -1.546 0.224
```

**E_LUMO**: 0.0337 Eh
**HOMO**: -0.3588 hartree
**Energy above the lowest of the compared OMol25 structures with the same formula, charge and spin**: 3.210 eV
**Frontier orbital gap**: 0.3925 Ha

Among the records above, which one has the highest frontier orbital gap?
number 3

The lowest HOMO belongs to which entry?
number 1